Density functional theory data (the ωB97M-V functional and the def2-TZVPD basis) for an isolated ion of composition C7H5F3NO4 and charge -1.

```
20
Properties=species:S:1:pos:R:3:forces:R:3:mulliken_charge:R:1
C 2.50014 -0.14677 0.93456 1.5 1.3 0.0 -0.808
N 1.13394 0.38193 1.21230 -0.5 -2.1 1.4 0.227
C 0.23479 -0.63849 1.48261 0.1 -0.8 0.6 0.108
C 0.08332 -1.53508 0.21105 -0.1 -0.6 0.0 0.784
F 0.14783 -0.86814 -0.96306 0.4 -0.7 0.9 -0.223
F 1.10722 -2.47073 0.29348 -0.6 0.5 -0.6 -0.262
F -1.04673 -2.24404 0.18123 0.0 0.1 0.1 -0.282
O -0.33896 -0.95776 2.52064 0.7 0.9 -2.1 -0.557
H 2.71282 -0.69561 -0.05072 -1.0 0.9 1.2 0.238
H 3.23334 0.72734 0.92765 -1.1 -0.8 0.0 0.287
H 2.88386 -0.81424 1.74103 -0.5 0.3 -0.4 0.314
C 0.67709 1.75621 1.84358 0.4 1.2 -1.5 0.226
C 0.10163 2.09526 3.13052 -0.5 0.0 1.7 -0.931
C -1.33580 2.35040 3.10618 3.1 -0.5 0.6 0.432
O -2.15222 2.69556 3.94276 0.2 -0.2 -0.8 -0.701
O -1.72392 2.15166 1.75398 0.2 0.6 -1.1 -0.346
C -0.60605 1.97941 0.97309 -0.8 -1.4 -0.4 0.569
O -0.72061 1.70426 -0.19869 0.0 1.0 0.6 -0.581
H 1.61153 2.27470 1.47068 -1.1 0.4 0.5 0.277
H 0.67703 2.16644 4.07460 -0.5 -0.1 -0.8 0.229
```
Forces are in eV/Å.

SMILES: CN(C(=O)C(F)(F)F)[C@@H]1C=C([O-])OC1=O
ΔE to the lowest compared entry with this formula, charge and spin in kcal/mol: 0.0
F_max in hartree/bohr: 0.06152
Electronic energy in hartree: -925.0829
Charge: -1